{"formula": "C72H192B6F24N12O24", "method": "ωB97M-V/def2-TZVPD", "species": ["C", "O", "C", "C", "N", "H", "H", "C", "C", "O", "C", "H", "H", "H", "H", "H", "H", "H", "H", "H", "H", "H", "H", "H", "H", "C", "O", "C", "C", "N", "H", "H", "C", "C", "O", "C", "H", "H", "H", "H", "H", "H", "H", "H", "H", "H", "H", "H", "H", "H", "C", "O", "C", "C", "N", "H", "H", "C", "C", "O", "C", "H", "H", "H", "H", "H", "H", "H", "H", "H", "H", "H", "H", "H", "H", "C", "O", "C", "C", "N", "H", "H", "C", "C", "O", "C", "H", "H", "H", "H", "H", "H", "H", "H", "H", "H", "H", "H", "H", "H", "C", "O", "C", "C", "N", "H", "H", "C", "C", "O", "C", "H", "H", "H", "H", "H", "H", "H", "H", "H", "H", "H", "H", "H", "H", "C", "O", "C", "C", "N", "H", "H", "C", "C", "O", "C", "H", "H", "H", "H", "H", "H", "H", "H", "H", "H", "H", "H", "H", "H", "C", "O", "C", "C", "N", "H", "H", "C", "C", "O", "C", "H", "H", "H", "H", "H", "H", "H", "H", "H", "H", "H", "H", "H", "H", "C", "O", "C", "C", "N", "H", "H", "C", "C", "O", "C", "H", "H", "H", "H", "H", "H", "H", "H", "H", "H", "H", "H", "H", "H", "C", "O", "C", "C", "N", "H", "H", "C", "C", "O", "C", "H", "H", "H", "H", "H", "H", "H", "H", "H", "H", "H", "H", "H", "H", "C", "O", "C", "C", "N", "H", "H", "C", "C", "O", "C", "H", "H", "H", "H", "H", "H", "H", "H", "H", "H", "H", "H", "H", "H", "C", "O", "C", "C", "N", "H", "H", "C", "C", "O", "C", "H", "H", "H", "H", "H", "H", "H", "H", "H", "H", "H", "H", "H", "H", "C", "O", "C", "C", "N", "H", "H", "C", "C", "O", "C", "H", "H", "H", "H", "H", "H", "H", "H", "H", "H", "H", "H", "H", "H", "B", "F", "F", "F", "F", "B", "F", "F", "F", "F", "B", "F", "F", "F", "F", "B", "F", "F", "F", "F", "B", "F", "F", "F", "F", "B", "F", "F", "F", "F"], "xyz": [[-0.1410, 0.8314, -1.2568], [-0.5902, 0.2134, -0.0746], [0.4848, -0.1269, 0.8638], [-0.0328, -1.0655, 2.0416], [-1.4562, -0.7490, 2.6101], [-2.1903, -0.6953, 1.9184], [-1.8738, -1.5211, 3.1097], [-1.4059, 0.3949, 3.5660], [-2.6501, 0.5307, 4.4022], [-2.9804, -0.6776, 5.0578], [-2.2549, -0.9632, 6.2321], [0.3423, 1.7869, -1.0528], [-1.0312, 0.9974, -1.8635], [0.5607, 0.2797, -1.8824], [0.8113, 0.8568, 1.2012], [1.2717, -0.5910, 0.2692], [0.6927, -1.1935, 2.8449], [-0.2129, -1.9968, 1.5047], [-1.3360, 1.3352, 3.0191], [-0.5241, 0.3848, 4.2066], [-3.5232, 0.9057, 3.8681], [-2.4579, 1.3277, 5.1205], [-2.0863, -0.0686, 6.8316], [-1.2591, -1.3134, 5.9606], [-2.8361, -1.6552, 6.8416], [-6.5624, 3.7180, -9.4916], [-5.2400, 3.7386, -8.9558], [-5.1521, 4.6823, -7.9348], [-3.8180, 4.5578, -7.1788], [-3.5124, 3.1398, -6.5762], [-2.7015, 3.3456, -6.0104], [-4.3072, 2.8613, -6.0187], [-3.2989, 1.9610, -7.5475], [-2.1546, 1.1240, -6.9812], [-2.4698, 0.7514, -5.6509], [-1.6598, -0.2741, -5.2215], [-7.4223, 3.8720, -8.8397], [-6.6416, 2.7456, -9.9775], [-6.7148, 4.5402, -10.1908], [-5.9660, 4.7354, -7.2117], [-5.0867, 5.6596, -8.4129], [-3.8531, 5.2503, -6.3378], [-2.8908, 4.6320, -7.7470], [-3.0533, 2.4128, -8.5086], [-4.2670, 1.4827, -7.6963], [-1.2609, 1.7202, -7.1652], [-1.9513, 0.2623, -7.6169], [-1.9939, -1.2129, -5.6632], [-1.7713, -0.2753, -4.1372], [-0.5867, -0.1158, -5.3284], [-2.4091, -5.0359, 7.9210], [-1.2493, -4.1414, 7.9792], [-0.5086, -4.2868, 9.2398], [0.4056, -5.4298, 9.2610], [1.1301, -5.6635, 7.9204], [1.5690, -6.5719, 7.9675], [0.4913, -5.6884, 7.1385], [2.1313, -4.6087, 7.5433], [2.9798, -5.0133, 6.3258], [2.1381, -5.1228, 5.2176], [1.6567, -3.8847, 4.7731], [-2.8635, -5.0368, 6.9303], [-3.2083, -4.8071, 8.6260], [-1.9941, -6.0408, 7.9987], [-1.2134, -4.3613, 10.0678], [0.0423, -3.4042, 9.5648], [-0.1832, -6.3012, 9.5476], [1.1959, -5.5112, 10.0073], [2.7865, -4.4492, 8.3997], [1.5881, -3.6747, 7.3990], [3.3391, -6.0254, 6.5121], [3.8269, -4.3401, 6.1942], [2.4355, -3.1391, 4.9336], [0.8214, -3.4968, 5.3560], [1.1997, -3.8813, 3.7835], [2.6048, -3.5250, 0.9897], [2.9085, -2.3595, 1.8043], [4.2987, -2.4400, 2.1903], [4.7471, -1.1232, 3.0307], [4.0589, 0.1033, 2.3518], [4.3331, 0.3035, 1.4006], [3.0654, -0.0388, 2.4658], [4.3335, 1.3396, 3.2582], [3.4278, 2.4622, 2.7676], [2.1271, 2.1983, 3.1042], [1.2776, 3.3871, 3.0986], [2.7335, -4.4755, 1.5074], [3.3541, -3.6393, 0.2065], [1.6244, -3.5130, 0.5134], [4.9629, -2.5728, 1.3363], [4.3848, -3.2493, 2.9154], [5.8183, -1.0265, 3.2074], [4.2363, -1.2493, 3.9854], [5.3892, 1.6107, 3.2550], [4.0430, 1.0984, 4.2808], [3.5240, 2.7685, 1.7259], [3.7829, 3.3252, 3.3309], [0.3289, 3.0300, 3.4991], [0.9372, 3.6311, 2.0923], [1.6624, 4.2529, 3.6376], [-4.2436, -3.3544, -6.1630], [-4.1584, -4.1998, -5.0252], [-3.1269, -3.8366, -4.1118], [-3.0271, -4.8590, -2.9970], [-4.3734, -4.8192, -2.2465], [-4.5171, -3.8988, -1.8565], [-5.2522, -4.9659, -2.7222], [-4.3789, -5.8350, -1.0600], [-5.8278, -5.7535, -0.4378], [-6.7832, -6.0809, -1.4740], [-8.0962, -5.5098, -1.2944], [-4.9652, -3.8290, -6.8280], [-3.2645, -3.3515, -6.6421], [-4.6355, -2.3570, -5.9636], [-3.2729, -2.8251, -3.7327], [-2.2104, -3.8002, -4.7007], [-2.2380, -4.5040, -2.3342], [-2.7735, -5.8891, -3.2475], [-3.7153, -5.6082, -0.2256], [-4.1313, -6.7950, -1.5130], [-5.8857, -4.7340, -0.0566], [-5.8778, -6.3960, 0.4413], [-8.6095, -6.0000, -0.4672], [-8.8129, -5.4429, -2.1129], [-7.9341, -4.4648, -1.0301], [-10.2838, 1.8312, -0.4153], [-8.9860, 1.3712, -0.1295], [-8.6237, -0.0034, -0.3225], [-7.0575, -0.1426, -0.1942], [-6.3533, 0.7489, -1.2516], [-6.5473, 0.3178, -2.1442], [-6.8390, 1.6342, -1.2347], [-4.8213, 0.9668, -1.0794], [-4.3952, 1.9493, 0.0612], [-5.5398, 2.8468, 0.0911], [-5.3172, 3.9483, 0.9525], [-10.6048, 1.6833, -1.4464], [-10.2287, 2.9156, -0.3194], [-11.0765, 1.5189, 0.2645], [-8.8541, -0.3381, -1.3339], [-9.1767, -0.6957, 0.3123], [-6.7146, -1.1754, -0.2575], [-6.7289, 0.2279, 0.7769], [-4.6237, 1.4519, -2.0352], [-4.3979, -0.0274, -0.9367], [-3.5006, 2.4625, -0.2915], [-4.1535, 1.4317, 0.9895], [-6.1299, 4.6436, 0.7427], [-4.3786, 4.4615, 0.7432], [-5.2053, 3.6734, 2.0013], [-0.3327, -2.7243, -8.0093], [0.1142, -3.6064, -6.9511], [-0.2970, -4.9750, -7.1490], [0.2063, -5.7485, -5.8588], [1.6242, -5.4026, -5.5675], [2.1625, -5.9794, -6.1980], [1.7897, -4.4412, -5.8294], [2.2285, -5.3387, -4.1418], [1.9431, -3.9043, -3.6328], [0.5880, -3.5593, -3.6651], [0.2969, -2.3850, -2.8104], [-1.3458, -2.9712, -8.3269], [0.4762, -2.7063, -8.7396], [-0.5229, -1.7419, -7.5772], [0.0641, -5.4371, -8.0678], [-1.3805, -5.0809, -7.2047], [0.2184, -6.8224, -6.0452], [-0.4207, -5.4967, -5.0035], [3.2568, -5.6962, -4.1950], [1.7807, -6.1322, -3.5435], [2.3978, -3.0579, -4.1475], [2.3247, -3.8386, -2.6139], [0.8474, -2.3232, -1.8717], [-0.7677, -2.1739, -2.7099], [0.6803, -1.5571, -3.4068], [8.8646, 0.9484, -5.3007], [7.3814, 1.1696, -5.3783], [6.7964, 0.0437, -4.7349], [5.3138, -0.1737, -4.6637], [4.8321, -0.3153, -6.1587], [5.2262, 0.4659, -6.6631], [5.3035, -1.1059, -6.5744], [3.3109, -0.4598, -6.2913], [2.5271, 0.8580, -5.9941], [2.9942, 1.9610, -6.8559], [2.1331, 3.0362, -6.8347], [9.1688, 0.2145, -6.0469], [9.2729, 0.6676, -4.3298], [9.4587, 1.7981, -5.6370], [7.2262, 0.0206, -3.7335], [7.2316, -0.8539, -5.1741], [4.7593, 0.6798, -4.2737], [5.0608, -1.1581, -4.2700], [2.9108, -1.1104, -5.5136], [3.2513, -0.9121, -7.2812], [2.7406, 1.1115, -4.9557], [1.4470, 0.7304, -6.0655], [2.4638, 3.7380, -7.6004], [2.0946, 3.5516, -5.8750], [1.1255, 2.7378, -7.1240], [-4.5698, 8.7252, 1.4861], [-3.8687, 8.1351, 0.4109], [-2.6080, 8.8047, 0.2107], [-1.7318, 7.9444, -0.6721], [-1.5984, 6.5885, 0.0158], [-0.8220, 6.6469, 0.6591], [-2.4487, 6.4263, 0.5360], [-1.2494, 5.3819, -0.8838], [-2.0814, 5.2288, -2.1939], [-3.4365, 5.3803, -1.8211], [-4.2060, 4.8280, -2.7997], [-4.3823, 9.7933, 1.3758], [-4.2072, 8.5137, 2.4920], [-5.6416, 8.5291, 1.4543], [-2.1074, 8.9156, 1.1725], [-2.9008, 9.6426, -0.4220], [-0.7361, 8.3838, -0.7315], [-2.1574, 7.9705, -1.6752], [-1.5598, 4.5397, -0.2654], [-0.2025, 5.3885, -1.1874], [-1.8073, 4.2904, -2.6759], [-1.9201, 6.0246, -2.9211], [-4.0807, 3.7532, -2.9305], [-3.9596, 5.1556, -3.8096], [-5.2755, 4.9783, -2.6521], [-1.1467, -5.3240, 1.9259], [0.1761, -5.6966, 1.8859], [0.3630, -6.9774, 2.4499], [1.7820, -7.5296, 2.3244], [2.2683, -7.3574, 0.9281], [1.4793, -7.5991, 0.3457], [2.3683, -6.3894, 0.6578], [3.6009, -8.1323, 0.6275], [4.7612, -7.1257, 0.8125], [4.4977, -5.9026, 0.0343], [5.6411, -5.2824, -0.5605], [-1.8042, -5.8891, 1.2652], [-1.2272, -4.3222, 1.5041], [-1.5796, -5.4006, 2.9233], [-0.2253, -7.6963, 1.8797], [0.0636, -6.8369, 3.4885], [1.7649, -8.5936, 2.5604], [2.4522, -7.0859, 3.0607], [3.5325, -8.4460, -0.4141], [3.7003, -8.9865, 1.2972], [5.6673, -7.6191, 0.4606], [4.8584, -6.8779, 1.8695], [5.3891, -4.5894, -1.3632], [6.3182, -5.9250, -1.1234], [6.1278, -4.6491, 0.1811], [2.3947, 4.8948, -3.1167], [3.4397, 5.3151, -2.2529], [3.9536, 4.2831, -1.4919], [5.2974, 4.6657, -0.7545], [5.0980, 5.9317, 0.0908], [4.9614, 6.6974, -0.5536], [4.1585, 5.8974, 0.4599], [6.2438, 6.4377, 0.9685], [6.0664, 8.0183, 1.0897], [6.0747, 8.6182, -0.1449], [7.3393, 8.8837, -0.7163], [2.7551, 4.1574, -3.8339], [1.9141, 5.6642, -3.7209], [1.6060, 4.3823, -2.5659], [4.1444, 3.4385, -2.1538], [3.1630, 4.0444, -0.7805], [6.1572, 4.8055, -1.4098], [5.6376, 3.9180, -0.0382], [7.1581, 6.1599, 0.4442], [6.0993, 5.9514, 1.9332], [6.8559, 8.3564, 1.7609], [5.1473, 8.3609, 1.5651], [7.7681, 9.6651, -0.0889], [7.3040, 9.1410, -1.7749], [8.0157, 8.0296, -0.6846], [0.3814, 5.0009, 7.3842], [1.5128, 4.3021, 7.9894], [2.4551, 3.9489, 7.0796], [3.2485, 2.7104, 7.4822], [3.7045, 3.0657, 8.9658], [4.4436, 3.7527, 9.0083], [2.8637, 3.5685, 9.2115], [4.1108, 1.9110, 9.9092], [2.9648, 0.8716, 9.9873], [1.6971, 1.4915, 10.2678], [0.7458, 0.3810, 10.1840], [-0.0810, 5.4741, 8.2504], [-0.2573, 4.1992, 7.0135], [0.8204, 5.6565, 6.6321], [3.1731, 4.7665, 7.0151], [1.9138, 3.7724, 6.1501], [4.0846, 2.4766, 6.8231], [2.5121, 1.9073, 7.5111], [4.3620, 2.3825, 10.8593], [4.9378, 1.3029, 9.5429], [3.3896, 0.2504, 10.7759], [2.9340, 0.3375, 9.0377], [-0.3192, 0.6108, 10.1518], [0.8869, -0.2775, 11.0411], [0.8544, -0.2963, 9.3369], [-0.0257, -6.7687, -1.4494], [0.9520, -5.8436, -1.1734], [-1.2071, -6.5224, -0.8150], [-0.3292, -6.8243, -2.7551], [0.3447, -8.0189, -1.0033], [-2.1735, 4.7778, 2.7849], [-3.1449, 5.7113, 2.6440], [-2.0546, 4.4925, 4.1223], [-2.6247, 3.6505, 2.1622], [-0.9512, 5.2413, 2.2189], [-0.4623, 4.5215, -5.8111], [-0.1065, 3.6125, -4.8630], [0.5588, 5.4835, -6.0165], [-0.7941, 3.8505, -6.9026], [-1.5901, 5.1161, -5.3015], [-4.2426, -2.4350, 1.1291], [-3.9057, -2.8596, -0.1320], [-5.5853, -2.5406, 1.3935], [-3.6104, -3.1744, 2.1043], [-3.8171, -1.1433, 1.2328], [1.8200, -0.4586, 5.9934], [1.0534, -1.4686, 6.5906], [3.1064, -0.2851, 6.4449], [1.8753, -0.6665, 4.6896], [1.1045, 0.7130, 6.1586], [4.2475, 0.5456, -1.0269], [3.6423, 1.2889, -0.1031], [5.5834, 0.8920, -1.0633], [4.1546, -0.7543, -0.6604], [3.5825, 0.7865, -2.2723]], "forces_ev_per_angstrom": [[-0.3, 0.5, -0.1], [0.3, -1.4, 0.9], [-1.7, 1.2, 0.0], [-1.5, -0.1, -2.2], [2.3, 0.6, 0.6], [-0.3, 0.8, -1.2], [0.4, -1.0, 0.8], [-0.4, 1.5, -0.3], [-0.3, -0.2, 0.9], [-0.7, 0.2, -0.7], [0.5, 0.4, 0.1], [0.0, 0.2, 0.1], [0.0, 0.2, 0.0], [0.2, -0.5, 0.3], [0.5, -0.1, 0.5], [0.3, -0.4, 0.5], [-0.3, 0.2, 0.0], [0.2, -0.4, 0.4], [0.1, -0.1, -0.4], [0.1, -0.8, -0.1], [0.0, -0.5, -0.4], [0.2, 0.1, 0.2], [-0.2, 0.3, 0.1], [0.0, -0.5, 0.3], [0.2, -0.2, -0.3], [-0.2, -0.2, -1.3], [-1.0, -0.4, 1.2], [2.0, 0.6, -0.1], [-0.1, -1.4, -0.3], [-1.7, 0.4, -1.1], [0.5, -0.3, 0.5], [0.1, 0.1, 0.7], [0.3, 1.1, 0.2], [-0.8, 0.3, -1.3], [0.1, 1.3, -1.1], [0.2, -0.5, 1.5], [0.4, -0.4, 1.0], [-0.3, 0.3, -0.2], [0.4, -0.1, -0.5], [-0.4, -0.5, -0.1], [-0.1, 0.5, 0.2], [0.4, -0.1, -0.1], [-0.4, 0.9, -0.4], [0.3, -0.2, 0.0], [0.2, -0.1, 0.3], [0.3, 0.2, 1.1], [-0.6, -0.5, -0.1], [0.3, -0.3, 0.0], [-0.2, -0.5, 0.1], [0.2, 0.2, -0.7], [1.0, -0.2, -0.4], [0.4, -0.2, 1.1], [-1.4, 1.9, -0.1], [0.7, -2.5, -0.4], [-0.2, 0.6, 0.5], [0.3, -0.4, 0.0], [-0.8, -0.1, -0.2], [0.9, 0.6, 0.8], [-1.3, -0.6, 1.0], [-0.1, -0.9, -1.0], [-0.7, 1.4, 0.4], [0.3, 0.7, -0.1], [0.4, 0.0, 0.3], [-0.5, -0.3, 0.6], [-0.2, -0.5, 0.0], [-0.1, 0.7, -1.1], [0.1, -0.6, -0.9], [0.0, 1.0, 0.1], [0.0, -0.1, 0.1], [-0.1, -0.1, -0.2], [0.4, 0.0, -0.1], [-0.1, 0.2, -0.1], [0.1, 0.2, -0.7], [-0.1, -0.2, 0.6], [0.9, -0.6, -0.4], [0.9, 0.1, -0.2], [0.7, -0.7, -0.4], [0.1, 1.5, 1.2], [-2.7, -1.4, -1.8], [2.2, 0.0, 3.9], [-0.1, -0.1, -0.6], [-0.5, -0.3, -0.5], [-0.9, -0.2, -1.5], [1.3, 1.1, 0.7], [-1.3, 0.6, 0.3], [-0.9, -1.7, -0.5], [-0.3, 0.2, 0.8], [0.0, 0.5, -0.3], [-0.1, 0.5, 0.5], [-0.2, -0.1, -0.2], [0.3, -0.3, -0.2], [-0.1, 0.2, -0.6], [0.1, 0.5, 0.1], [0.0, -0.2, -0.4], [-0.1, -0.3, -0.1], [0.3, -0.5, -0.4], [0.1, 0.5, 0.3], [0.2, 0.3, 0.7], [0.7, 0.4, -0.4], [0.2, -0.2, 0.0], [-0.3, -0.9, -0.1], [-0.2, 0.3, 0.9], [-0.2, -0.7, -1.5], [-1.2, 1.0, 0.0], [1.9, -1.0, 2.1], [0.5, 0.6, 0.6], [-0.1, -0.9, -1.1], [-2.2, 0.2, -0.1], [0.8, -0.4, -1.4], [0.4, 0.4, -0.1], [0.3, 0.8, 1.4], [0.1, 0.0, 0.0], [0.1, 0.4, -0.2], [0.3, 0.2, 0.3], [-0.2, 0.2, 0.4], [0.6, 0.0, 0.2], [-0.3, -0.2, 0.5], [-0.3, 0.2, -0.3], [0.4, 0.5, -0.7], [-0.1, 0.0, 0.2], [-0.6, 0.3, -0.1], [-0.2, -0.3, -0.2], [0.0, 0.0, 0.0], [0.9, -0.9, -0.7], [-0.1, 0.2, 0.3], [-0.7, 0.9, -0.3], [1.5, -1.1, 0.1], [0.6, 0.7, -0.7], [-0.9, 1.0, 0.6], [0.1, -1.2, 1.9], [0.2, 0.0, -0.4], [-0.2, 0.8, 0.3], [-0.9, 0.2, 0.0], [-2.3, -0.1, -1.5], [1.7, -1.1, 0.3], [0.1, 0.9, 0.0], [0.1, -0.5, -0.1], [0.1, 0.0, 0.2], [0.3, -0.5, 0.1], [-0.3, 0.1, -0.5], [0.3, 0.1, 0.5], [0.0, 0.1, -0.3], [0.0, 0.1, -0.1], [0.7, -0.3, 0.0], [0.2, 0.1, -0.3], [0.1, 0.2, 0.1], [-0.4, 0.2, 0.2], [0.0, -0.1, 0.5], [0.0, 0.0, -0.4], [-0.6, -0.2, 0.0], [0.1, -0.1, 1.0], [-0.7, -0.7, -0.4], [0.8, 0.0, 1.5], [-1.0, 0.2, -0.8], [0.8, 0.5, 0.5], [0.6, -0.2, 0.0], [-0.4, 0.5, -1.0], [-1.4, -0.3, -0.5], [0.4, 0.0, 1.0], [-1.6, -0.1, 1.6], [1.0, 0.0, -2.0], [0.3, -0.6, -0.7], [-0.7, 0.2, -0.5], [0.7, 0.1, 0.2], [0.5, 0.2, -0.1], [-0.2, 0.1, 0.2], [-0.4, 0.0, 0.2], [0.3, -0.1, 0.0], [0.3, 0.9, -0.3], [-0.6, 0.5, 0.1], [1.1, -0.4, -0.7], [0.1, -0.2, 0.2], [-0.2, -0.7, 0.2], [0.0, -0.8, 0.1], [0.1, 0.5, 0.0], [-0.3, 0.3, -1.2], [0.8, -0.4, 0.4], [1.9, -0.7, 0.9], [-0.2, 0.9, -2.5], [-0.7, 0.3, 2.0], [-0.4, 0.9, -0.4], [0.0, -0.5, 0.0], [0.2, 1.1, -0.3], [1.9, 1.2, -1.4], [0.6, -3.5, 1.1], [-0.9, 1.4, -0.5], [-0.4, -0.5, 0.2], [-0.7, -0.1, 0.3], [-0.9, 0.6, 0.2], [-0.5, -0.1, 0.5], [0.0, -0.4, -0.4], [-0.1, -0.4, 0.3], [0.1, 0.4, 0.6], [0.6, -0.5, -0.1], [-0.9, 0.3, 0.0], [-0.1, 0.1, 0.2], [0.0, -0.3, -0.3], [0.1, 0.0, 0.1], [0.0, -0.1, 0.0], [-0.1, -0.1, 0.1], [0.0, 1.4, 0.3], [1.0, -1.2, 0.0], [-1.3, -1.0, -0.6], [0.0, 0.1, 0.5], [0.9, 0.2, -3.1], [-0.2, -0.1, 0.7], [-0.8, -0.3, 0.4], [-1.5, -0.1, -0.7], [0.4, 2.0, 1.4], [0.7, -0.6, 0.7], [-1.7, -0.9, -1.7], [-0.6, 0.4, 0.1], [0.3, -0.7, -0.1], [0.2, -0.2, -0.4], [-0.1, 0.9, 0.0], [0.8, 0.9, 0.8], [0.0, 0.0, 0.0], [0.0, -1.0, 0.1], [0.7, -0.1, 0.1], [0.1, 0.1, 0.6], [-0.2, -0.3, 0.1], [0.7, -0.1, -0.2], [0.2, -0.7, 0.6], [0.1, 0.8, -0.1], [0.1, 0.3, 0.3], [-1.7, 0.7, -0.6], [2.1, -0.5, -0.4], [0.0, 0.0, -0.4], [0.0, 0.8, 0.8], [1.2, -1.1, 0.9], [-0.4, -1.1, -1.1], [0.4, 0.7, 0.1], [-0.7, 1.9, -0.4], [-0.5, 0.4, -0.8], [0.1, -1.4, 0.0], [0.1, 0.6, -0.1], [0.3, -0.6, 0.0], [0.1, 0.2, 0.5], [0.1, 0.3, 0.3], [-0.8, -0.1, 0.3], [0.0, -1.0, 0.2], [-0.1, 0.0, -0.2], [0.3, 0.3, -0.3], [0.0, -0.1, 0.1], [-0.2, 0.1, -0.1], [0.1, 0.1, 0.1], [0.2, 0.2, 0.0], [-1.0, 0.1, 0.2], [0.2, -0.7, 0.8], [0.5, -0.4, 0.1], [-0.3, -0.8, -0.3], [0.2, 1.8, -0.6], [0.8, -0.1, 0.4], [-0.7, 0.2, 0.3], [0.4, 0.0, -1.7], [0.2, 0.7, -1.0], [-0.1, -0.3, 1.2], [-1.8, 0.8, 0.3], [0.7, -1.0, 0.5], [-1.0, -0.4, -1.3], [1.1, 0.1, 0.5], [0.3, -0.1, -0.1], [0.5, 0.5, 0.4], [-0.2, 0.0, 0.3], [0.2, -0.5, 0.4], [0.2, -0.7, 0.6], [-0.3, 0.4, -0.2], [-0.5, -0.4, -0.1], [0.0, 0.1, 0.3], [0.5, 0.0, 0.0], [0.4, 0.1, -0.1], [-0.3, -0.7, 0.1], [0.4, 0.2, -0.5], [-0.6, 0.4, 0.3], [0.0, -0.3, 0.3], [1.0, -1.1, 1.3], [-0.9, 0.0, 1.7], [1.1, 0.0, -1.4], [-0.6, 0.6, 1.4], [0.5, -1.9, -1.6], [0.4, 0.3, -0.5], [-0.8, 0.0, 1.3], [-2.0, 0.1, -0.6], [0.7, 2.0, 0.3], [0.1, -2.2, -0.8], [-0.2, -0.5, 0.6], [-0.2, 0.4, -0.6], [-0.2, 0.4, -0.5], [-0.7, 0.3, 0.0], [0.2, 0.4, -0.7], [0.7, -0.2, -0.6], [0.0, 0.1, 0.3], [0.5, -0.3, 0.4], [-0.1, -0.1, 0.0], [0.3, 0.8, -0.4], [-0.8, -0.7, 0.3], [-0.1, -0.2, 0.0], [0.3, 1.1, 0.2], [0.1, 0.2, 0.3], [0.7, 0.4, -0.6], [-1.2, -0.7, 0.6], [1.2, 1.0, 0.3], [-1.5, 1.3, 1.3], [0.3, 0.2, -3.0], [1.5, -1.4, 0.7], [-0.3, 0.1, 1.3], [-0.9, 2.0, -0.8], [1.0, -0.3, 1.0], [0.3, -2.0, -1.5], [0.4, -0.1, -0.2], [1.6, 2.4, 1.4], [1.2, -1.7, 1.9], [-0.5, -0.6, 0.0], [-0.8, -1.4, -3.4], [-1.9, 1.2, 0.5], [-0.8, -1.0, 1.5], [0.2, -0.8, -1.9], [-1.1, 0.2, -0.7], [1.3, -0.8, 0.5], [0.6, 2.5, 0.1], [-1.4, 0.8, 1.8], [0.6, -0.7, 0.7], [1.2, -0.4, 1.0], [0.4, -1.2, -4.3], [-0.6, 1.5, 0.7], [0.7, 0.0, -2.4], [-1.7, 2.1, 2.5], [0.9, 0.4, -0.5], [-0.3, -2.3, 0.3], [0.3, -0.2, -0.1]], "e_tot_ev": -214043.669, "total_charge": 6, "e_homo_ev": -17.95, "spin_multiplicity": 1, "gap_ev": 8.6}